Here is a molecular structure, C40H32B2BrCl92F5NO6S from the Open Molecules 2025 dataset. Energies are from wB97M-V/def2-TZVPD.

As for the calculated total energy: -47908.1285 Ha. Its total charge is -1. The LUMO energy is 0.0253 hartree. Its gap between HOMO and LUMO is 5.1 eV.

Geometry (Å):
1 C -4.66590 -2.09435 3.74003
2 O -3.68922 -1.34238 4.50869
3 C -3.22750 -0.29391 3.62210
4 C -1.67530 0.03661 3.86274
5 C -1.29659 1.45503 3.18183
6 C -0.03282 1.22667 2.18337
7 C 1.27263 1.45478 3.06634
8 C 2.64580 0.98419 2.39130
9 C 2.47291 -0.06277 1.19906
10 C 3.83298 -0.64546 0.61644
11 C 4.34489 -1.99908 1.27805
12 S 4.70325 -3.40169 0.04760
13 O 4.97196 -2.91272 -1.34293
14 O 5.97139 -4.05973 0.53612
15 C 3.39823 -4.73429 0.05161
16 F 3.81638 -5.69723 -0.90681
17 F 3.37503 -5.42760 1.27397
18 C 1.94315 -4.25561 -0.43209
19 F 1.82290 -2.87267 -0.49349
20 F 1.00723 -4.85883 0.40203
21 F 1.72924 -4.71052 -1.74711
22 O 5.71152 -1.64587 1.62917
23 B 5.75968 -1.29597 3.09244
24 C 7.05872 -2.06532 3.76096
25 C 6.87690 -2.53174 5.27526
26 C 5.93644 -3.80417 5.47735
27 Br 6.25271 -1.12087 6.52630
28 B 6.28218 0.31573 3.07377
29 N 5.72111 1.37574 3.99564
30 O 7.28621 0.70323 2.10698
31 O 4.44175 -1.56834 3.73867
32 C 3.85692 -2.45269 2.74508
33 C 2.37752 -2.99247 2.99360
34 H -4.09371 -2.75895 3.01226
35 H -5.38224 -1.41425 3.17064
36 H -5.30099 -2.77871 4.38378
37 H -3.78931 0.66927 3.87469
38 H -3.36162 -0.58619 2.53372
39 H -1.09613 -0.83330 3.40888
40 H -1.44589 0.01887 4.97821
41 H -2.18210 1.93587 2.66205
42 H -0.91271 2.09892 4.04882
43 H -0.16082 0.18065 1.77404
44 H -0.14692 2.04505 1.37633
45 H 1.14430 1.02822 4.11631
46 H 1.36169 2.59047 3.21397
47 H 3.14248 1.92118 1.94965
48 H 3.33139 0.63890 3.22174
49 H 1.70894 -0.83442 1.51913
50 H 1.98021 0.52396 0.34208
51 H 4.61246 0.19050 0.60408
52 H 3.63884 -0.87177 -0.49371
53 H 7.93806 -1.34160 3.73776
54 H 7.39485 -2.99918 3.17879
55 H 7.91530 -2.84184 5.64234
56 H 5.92332 -4.52814 4.60667
57 H 6.32372 -4.35040 6.40949
58 H 4.88443 -3.45170 5.76377
59 H 6.52511 1.72105 4.53618
60 H 5.06990 0.85120 4.60562
61 H 7.77532 1.44265 2.53059
62 H 4.49323 -3.40071 2.91316
63 H 1.75422 -2.99697 2.03772
64 H 2.42586 -4.08670 3.32152
65 H 1.90812 -2.33047 3.79355
66 C 6.59472 -4.70747 -4.51808
67 Cl 6.20749 -3.97743 -6.09445
68 Cl 5.09428 -5.01403 -3.62632
69 Cl 7.45841 -6.24191 -4.76900
70 Cl 7.61926 -3.59784 -3.58850
71 C 10.89856 -3.68647 7.11517
72 Cl 11.09540 -5.27356 7.89049
73 Cl 10.37088 -3.90707 5.43567
74 Cl 9.67952 -2.75016 8.00384
75 Cl 12.44721 -2.80485 7.14013
76 C -1.76587 -5.36877 -3.60042
77 Cl -0.73796 -5.36721 -2.15520
78 Cl -2.50969 -6.97077 -3.79428
79 Cl -3.03869 -4.13881 -3.42525
80 Cl -0.77986 -4.99726 -5.02923
81 C -5.79820 -7.64235 -1.20279
82 Cl -5.47558 -8.93299 -2.37978
83 Cl -7.54025 -7.29719 -1.16610
84 Cl -5.26312 -8.16142 0.40829
85 Cl -4.91357 -6.17830 -1.67253
86 C -0.61593 5.35849 1.22193
87 Cl -0.83403 5.58463 2.96987
88 Cl 0.85404 4.41017 0.92790
89 Cl -2.01769 4.49172 0.55859
90 Cl -0.47196 6.94312 0.43374
91 C -1.68617 10.73974 -0.63260
92 Cl -1.91543 10.86080 1.12658
93 Cl -0.36161 9.61205 -0.98226
94 Cl -3.17392 10.13957 -1.39175
95 Cl -1.29070 12.34320 -1.28628
96 C -7.28608 8.49796 -0.90053
97 Cl -6.31503 9.13663 -2.24349
98 Cl -8.64811 9.59422 -0.58196
99 Cl -7.89777 6.88948 -1.33169
100 Cl -6.27747 8.36939 0.55002
101 C 10.39516 -5.91772 -7.62610
102 Cl 11.18495 -5.24976 -9.07097
103 Cl 8.73262 -5.30938 -7.52281
104 Cl 10.36331 -7.68927 -7.73280
105 Cl 11.29744 -5.42617 -6.17848
106 C -9.10924 4.15592 -4.05847
107 Cl -8.71278 2.92396 -5.27127
108 Cl -10.86553 4.41271 -4.02161
109 Cl -8.55598 3.61777 -2.45918
110 Cl -8.29720 5.67447 -4.48799
111 C -3.51616 -8.07595 4.28346
112 Cl -4.56546 -6.64791 4.17293
113 Cl -1.91667 -7.68759 3.62060
114 Cl -3.35159 -8.55989 5.98374
115 Cl -4.23360 -9.41001 3.35530
116 C -2.46834 2.62322 -3.34073
117 Cl -2.08699 1.36729 -4.53681
118 Cl -4.22355 2.89816 -3.31032
119 Cl -1.92436 2.09690 -1.73516
120 Cl -1.64442 4.13143 -3.78302
121 C -7.83694 0.67041 -8.59108
122 Cl -7.06536 -0.72672 -9.36771
123 Cl -8.33492 1.84052 -9.83207
124 Cl -9.26271 0.12993 -7.68124
125 Cl -6.68676 1.44526 -7.48452
126 C 7.23980 -10.46601 -8.20585
127 Cl 7.48547 -11.90462 -7.19432
128 Cl 5.74434 -10.65136 -9.14519
129 Cl 7.11326 -9.02922 -7.17065
130 Cl 8.61563 -10.28142 -9.31586
131 C -9.94573 2.95555 -13.85745
132 Cl -9.55160 1.73761 -15.08741
133 Cl -11.70147 3.21947 -13.82675
134 Cl -9.40465 2.38425 -12.26456
135 Cl -9.12469 4.48046 -14.24917
136 C -5.84907 12.19604 1.59430
137 Cl -5.52911 10.77467 2.60678
138 Cl -7.33884 11.94134 0.65517
139 Cl -6.03574 13.62450 2.63414
140 Cl -4.49080 12.44570 0.48020
141 C -4.41855 1.02811 7.01532
142 Cl -5.87384 0.44179 6.18376
143 Cl -4.87367 1.70567 8.59395
144 Cl -3.28771 -0.31779 7.25239
145 Cl -3.63715 2.28936 6.03541
146 C -3.96433 6.45531 -6.23818
147 Cl -4.37968 7.18892 -7.80161
148 Cl -5.45394 6.08084 -5.34874
149 Cl -3.04903 4.95933 -6.50584
150 Cl -2.97847 7.59114 -5.29305
151 C 13.84092 -6.67109 4.82940
152 Cl 14.09613 -8.12078 5.82448
153 Cl 12.38539 -6.88415 3.83668
154 Cl 13.63567 -5.25815 5.88377
155 Cl 15.24739 -6.42396 3.77272
156 C 4.56138 -4.35602 -9.62030
157 Cl 3.16890 -4.38131 -10.72274
158 Cl 4.78677 -2.71132 -8.99008
159 Cl 4.27023 -5.47171 -8.27208
160 Cl 6.02087 -4.85807 -10.49819
161 C -3.24334 -3.20216 10.29157
162 Cl -4.30361 -1.78310 10.18444
163 Cl -1.63315 -2.78493 9.67190
164 Cl -3.11072 -3.71671 11.98637
165 Cl -3.92554 -4.52485 9.32311
166 C -6.57926 4.04554 4.09587
167 Cl -5.87173 2.59874 3.35032
168 Cl -6.98554 5.22146 2.82780
169 Cl -8.05208 3.59676 4.98042
170 Cl -5.41122 4.77101 5.22061
171 C -3.70196 11.32596 6.38622
172 Cl -3.26256 11.37214 4.66733
173 Cl -4.40794 12.88548 6.85776
174 Cl -4.88814 10.03295 6.65759
175 Cl -2.25169 11.01327 7.36147
176 C -8.47549 7.20704 -9.28244
177 Cl -9.58987 8.58742 -9.35870
178 Cl -6.89152 7.68938 -9.92562
179 Cl -8.29595 6.68352 -7.59589
180 Cl -9.12439 5.86792 -10.25184

Here is a molecular structure, C40H32BrCl3CrO3P2 from the Open Molecules 2025 dataset. Energies are from wB97M-V/def2-TZVPD.

As for the calculated total energy: -7450.7652 Ha. Its total charge is +1. The LUMO energy (spin up / spin down) is -0.1562 / -0.1372 hartree. As for the energy relative to the best compared isomer or geometry (same formula, charge and spin): 53.56 kcal per mole. Its gap between HOMO and LUMO (spin up / spin down) is 6.9 / 7.4 eV. As for the spin multiplicity: 2.

Geometry (Å):
1 Cr -0.14145 -0.59578 -0.11134
2 C -0.73904 1.21305 3.13051
3 C 0.72020 1.09051 2.67892
4 P 1.09273 1.32581 0.89131
5 C 0.92161 3.09403 0.51502
6 C 1.45102 4.01020 1.42120
7 C 1.40398 5.36863 1.15152
8 C 0.85160 5.82097 -0.03781
9 C 0.34789 4.91204 -0.95683
10 C 0.37855 3.55522 -0.67839
11 C 2.89299 1.11822 0.81312
12 C 3.60410 0.36563 1.74184
13 C 4.97351 0.20470 1.60249
14 C 5.63925 0.78076 0.53203
15 C 4.93299 1.52756 -0.39956
16 C 3.56676 1.69899 -0.25971
17 C -1.69397 0.48087 2.17717
18 P -2.19003 1.66737 0.84497
19 C -2.68063 0.55484 -0.53452
20 C -3.90802 -0.11850 -0.60419
21 C -4.24735 -0.83445 -1.73531
22 C -3.36833 -0.91640 -2.81842
23 C -2.14617 -0.28154 -2.76133
24 C -1.81178 0.45963 -1.62566
25 C -3.79269 2.30424 1.44200
26 C -4.62651 1.70839 2.38701
27 C -5.83222 2.30074 2.73031
28 C -6.22287 3.48914 2.12997
29 C -5.40005 4.09157 1.19072
30 C -4.18866 3.50754 0.85729
31 H -1.02565 2.26481 3.21849
32 H -0.81067 0.78589 4.13224
33 H 1.06081 0.07001 2.87385
34 H 1.36356 1.75873 3.25366
35 H 1.91860 3.66854 2.33613
36 H 1.80937 6.07223 1.86579
37 H 0.82157 6.88067 -0.25265
38 H -0.07030 5.25994 -1.89188
39 H -0.02893 2.86156 -1.40188
40 H 3.10766 -0.11579 2.57204
41 H 5.51977 -0.37743 2.33275
42 H 6.70774 0.65122 0.42420
43 H 5.44813 1.98135 -1.23559
44 H 3.02645 2.29192 -0.98796
45 H -2.55885 0.06026 2.69032
46 H -1.16041 -0.41708 1.82952
47 H -4.60586 -0.04339 0.21985
48 H -5.20676 -1.33257 -1.78753
49 H -3.65252 -1.47627 -3.69901
50 H -1.44424 -0.34175 -3.58171
51 H -0.89489 1.05221 -1.64197
52 H -4.35278 0.77890 2.86816
53 H -6.46854 1.83160 3.46873
54 H -7.16433 3.94847 2.39936
55 H -5.69560 5.02289 0.72688
56 H -3.53606 3.99267 0.14004
57 Cl 0.49989 -7.50957 0.22371
58 C 0.49748 -5.80605 0.49119
59 C -0.55717 -5.04817 0.00707
60 C -0.52381 -3.68729 0.22969
61 Cl -1.80490 -2.65993 -0.34626
62 C 0.51132 -3.05784 0.91663
63 O 0.50936 -1.72808 1.09828
64 C 1.55190 -3.85629 1.39707
65 Cl 2.84817 -3.11377 2.23969
66 C 1.54842 -5.22395 1.18336
67 H -1.37364 -5.50878 -0.52916
68 H 2.36295 -5.83078 1.55072
69 Br 3.07609 -6.23940 -5.54359
70 C 2.68179 -4.80855 -4.37490
71 C 3.68789 -4.28833 -3.57258
72 C 3.39484 -3.24345 -2.71540
73 C 2.10473 -2.72255 -2.66284
74 C 1.10629 -3.25473 -3.47381
75 C 1.39171 -4.30042 -4.33398
76 C 1.82295 -1.63556 -1.68991
77 O 2.64142 -1.21622 -0.90371
78 O 0.55695 -1.19600 -1.69456
79 H 4.68532 -4.70165 -3.62151
80 H 4.15690 -2.82221 -2.07381
81 H 0.10429 -2.85069 -3.42119
82 H 0.62413 -4.72336 -4.96637

Here is a molecular structure, C40H32BrIN8O3SSn from the Open Molecules 2025 dataset. Energies are from wB97M-V/def2-TZVPD.

As for the calculated total energy: -5691.0519 Ha. Its total charge is +2. The LUMO energy (spin up / spin down) is -0.2462 / -0.2572 hartree. As for the energy relative to the best compared isomer or geometry (same formula, charge and spin): 62.43 kcal per mole. Its gap between HOMO and LUMO (spin up / spin down) is 5.9 / 6.0 eV.

Geometry (Å):
1 Sn -0.12314 0.07806 0.58751
2 C -0.39129 4.20315 2.91067
3 C -0.04669 2.88732 2.56755
4 N -0.87762 2.05784 1.96997
5 C -2.13023 2.47467 1.67854
6 C -2.53923 3.80385 1.90659
7 C -1.62515 4.67089 2.54580
8 C -3.83531 4.20807 1.50881
9 C -4.68220 3.30860 0.90967
10 C -4.31712 1.96876 0.75012
11 C -3.07088 1.50554 1.17076
12 N -2.58768 0.24298 1.22903
13 C -3.20859 -0.92249 1.45360
14 C -4.57255 -1.22873 1.34370
15 C -5.07416 -2.47022 1.72878
16 C -4.25056 -3.42070 2.28655
17 C -2.86669 -3.16530 2.44021
18 C -1.98857 -4.08388 3.05504
19 C -0.66076 -3.77062 3.17514
20 C -0.20568 -2.56038 2.64030
21 N -1.00604 -1.68489 2.06093
22 C -2.32825 -1.94670 1.97879
23 H 0.31742 4.83117 3.43090
24 H 0.94682 2.50087 2.77169
25 H -1.92059 5.69341 2.74610
26 H -4.14462 5.23039 1.68484
27 H -5.66167 3.63012 0.58222
28 H -5.00860 1.31029 0.24789
29 H -5.26084 -0.49522 0.95876
30 H -6.12956 -2.67290 1.60892
31 H -4.65269 -4.36551 2.62911
32 H -2.38320 -5.01886 3.43240
33 H 0.03270 -4.44291 3.65927
34 H 0.84430 -2.29092 2.67736
35 C 2.90176 0.34376 -4.60113
36 N 3.91166 0.37916 -3.55654
37 C 5.25995 0.12668 -3.71338
38 C 5.83761 0.24745 -2.49650
39 N 4.84139 0.59669 -1.62001
40 C 3.67171 0.66882 -2.26603
41 S 2.15946 1.06658 -1.58131
42 H 3.39200 0.27580 -5.56716
43 H 2.29678 1.24784 -4.57281
44 H 2.24265 -0.51381 -4.46385
45 H 5.68904 -0.10925 -4.67104
46 H 6.86116 0.11206 -2.19624
47 H 4.87853 0.71052 -0.60942
48 I -2.67368 0.33062 -2.41292
49 C -1.90620 2.27308 -2.13433
50 C -2.36822 3.29175 -2.95364
51 C -1.89173 4.57163 -2.71521
52 C -0.97236 4.76551 -1.69390
53 C -0.55689 3.67066 -0.95962
54 N -1.02211 2.43320 -1.16647
55 H -3.07527 3.08252 -3.74292
56 H -2.23456 5.39787 -3.32364
57 H -0.58064 5.74907 -1.47396
58 H 0.18224 3.77112 -0.17174
59 N -1.18448 -5.03911 -5.55299
60 C -1.95551 -4.73867 -4.48556
61 O -3.10590 -5.10301 -4.37144
62 C -1.32147 -3.89883 -3.39501
63 C -0.05074 -3.33981 -3.41278
64 C 0.36720 -2.58308 -2.32770
65 N -0.38060 -2.35900 -1.24967
66 C -1.59271 -2.91834 -1.23097
67 C -2.10167 -3.67561 -2.26718
68 H -1.58981 -5.60119 -6.28349
69 H -0.21710 -4.78954 -5.62574
70 H 0.62221 -3.47038 -4.25015
71 H 1.35511 -2.13509 -2.31765
72 H -2.19476 -2.74751 -0.35144
73 H -3.09619 -4.09933 -2.22817
74 Br 7.30271 0.16663 5.88751
75 C 5.95715 0.13632 4.55813
76 C 4.62666 0.24719 4.93252
77 C 3.64523 0.23711 3.95663
78 C 3.99138 0.12821 2.61382
79 C 5.33053 0.00521 2.25572
80 C 6.31741 0.00221 3.22471
81 C 2.91914 0.17813 1.56207
82 O 3.26523 0.40660 0.37343
83 O 1.72448 -0.01528 1.94379
84 H 4.36613 0.34036 5.97764
85 H 2.60132 0.31491 4.22894
86 H 5.60401 -0.10737 1.21583
87 H 7.35964 -0.09679 2.95539

Here is a molecular structure, C40H32CaN8O3S3 from the Open Molecules 2025 dataset. Energies are from wB97M-V/def2-TZVPD.

As for the calculated total energy: -4079.4882 Ha. Its total charge is -2. The LUMO energy is 0.1439 hartree. As for the energy relative to the best compared isomer or geometry (same formula, charge and spin): 124.90 kcal per mole. Its gap between HOMO and LUMO is 4.7 eV.

Geometry (Å):
1 Ca 1.08743 0.70279 0.14125
2 C 0.29631 5.07336 1.97887
3 C 0.17947 3.63317 1.51314
4 O 0.04827 3.37090 0.33024
5 C 0.27755 2.60041 2.59293
6 C -0.09242 0.10867 2.91797
7 C 0.33648 -0.21998 4.31780
8 N 0.11184 -0.64009 1.91581
9 N 0.51521 -1.93347 1.99372
10 C 1.25651 -2.28496 0.96265
11 O 1.84969 -1.48131 0.17682
12 C 1.29029 -3.76501 0.72961
13 C 0.75342 -4.66544 1.65142
14 C 0.70141 -6.01925 1.36359
15 C 1.17441 -6.49837 0.14716
16 C 1.72351 -5.61155 -0.76721
17 C 1.79382 -4.25746 -0.47134
18 H 0.35428 5.73629 1.11652
19 H 1.17978 5.19251 2.60568
20 H -0.59118 5.31418 2.57045
21 H 0.23316 3.05903 3.57943
22 H 0.00526 0.53307 5.02503
23 H 1.42684 -0.27970 4.33689
24 H -0.06598 -1.19525 4.60427
25 H 0.36897 -4.27998 2.58504
26 H 0.27819 -6.70885 2.08561
27 H 1.11135 -7.55616 -0.08273
28 H 2.09117 -5.97576 -1.71985
29 H 2.23872 -3.56016 -1.16914
30 C -3.51670 0.31515 -0.14242
31 C -2.10760 0.54405 -0.63262
32 N -1.17995 0.91569 0.23101
33 N -1.61476 1.29543 1.40974
34 C -0.76103 1.43285 2.52891
35 S 2.03182 2.14740 2.31415
36 S -1.94334 1.95603 3.99373
37 C -3.60194 1.44120 3.46984
38 C -4.01238 0.09949 3.98984
39 C -3.29293 -1.04622 3.64619
40 C -3.66916 -2.28754 4.13203
41 C -4.76779 -2.41200 4.97456
42 C -5.49397 -1.28153 5.31700
43 C -5.12051 -0.03890 4.82212
44 C -1.85139 0.43819 -2.06132
45 C -2.93301 0.36055 -2.96237
46 C -2.77577 0.32781 -4.33721
47 C -1.51173 0.39467 -4.89698
48 C -0.41660 0.46446 -4.04941
49 C -0.57439 0.46196 -2.67359
50 O 0.53612 0.46985 -1.85040
51 H -3.47149 -0.00992 0.89488
52 H -4.00330 -0.47315 -0.71751
53 H -4.13555 1.21998 -0.18857
54 H -3.47287 1.44182 2.37768
55 H -4.29117 2.22589 3.78087
56 H -2.43238 -0.96183 2.99159
57 H -3.09819 -3.16440 3.85066
58 H -5.05215 -3.38221 5.36502
59 H -6.35148 -1.36655 5.97562
60 H -5.69480 0.84247 5.08783
61 H -3.94045 0.34369 -2.57472
62 H -3.65260 0.25841 -4.97174
63 H -1.37043 0.40501 -5.97017
64 H 0.58091 0.51129 -4.46794
65 S 5.69054 1.78622 -6.49856
66 N 4.67971 0.55542 -6.12358
67 C 4.12657 0.85393 -4.96969
68 C 3.18658 0.01228 -4.24930
69 C 2.87044 -1.24857 -4.67945
70 C 1.97158 -2.03977 -3.88636
71 C 1.40493 -1.52109 -2.78503
72 N 1.71447 -0.25271 -2.30930
73 C 2.67919 0.53870 -3.01813
74 C 3.11399 1.73838 -2.46507
75 N 2.62822 2.14403 -1.23686
76 C 3.01113 3.31253 -0.76562
77 C 3.87829 4.19731 -1.41791
78 C 4.40935 3.80695 -2.62996
79 C 4.05234 2.58177 -3.17293
80 C 4.56245 2.11444 -4.42294
81 N 5.44735 2.73611 -5.18805
82 H 3.30682 -1.63304 -5.59005
83 H 1.75835 -3.06394 -4.16336
84 H 0.67751 -2.05515 -2.18790
85 H 2.62668 3.57631 0.21203
86 H 4.12373 5.14852 -0.96564
87 H 5.10902 4.43062 -3.17425